Record 1
The following is a DFT calculation (ωB97M-V/def2-TZVPD) of a cluster of 2 separate species, C2H3BrNO in total in a non-equilibrium geometry.

The geometry in ORCA input format:
```
! wB97M-V def2-TZVPD RIJCOSX def2/J DEFGRID3
* xyz -1 1
C -0.13729 -0.22007 -0.40060
C -0.16509 -1.66651 0.16553
N 0.92899 -1.24615 -0.34371
O 2.01239 -1.31402 -0.92435
Br -2.43995 -1.51489 2.80191
H -0.81490 -0.23606 -1.30646
H 0.25998 0.71483 -0.02693
H -1.24710 -1.75971 1.81643
*
```

Its energy relative to the best compared isomer or geometry (same formula, charge and spin) is 306.9 kJ/mol. The HOMO-LUMO gap is 0.2597 Ha.



Record 2
The following is a DFT calculation (ωB97M-V/def2-TZVPD) of a structure of composition C22H30N4OS5Sn in a non-equilibrium geometry.

The geometry in ORCA input format:
```
! wB97M-V def2-TZVPD RIJCOSX def2/J DEFGRID3
* xyz 2 1
Sn -0.17836 -0.18128 -0.01251
C -1.41361 3.04066 0.38996
C -2.45196 2.60638 -0.65878
S -2.01732 1.09590 -1.58531
C -3.49446 0.08533 -1.48306
C -3.95200 -0.32763 -0.08613
S -2.68002 -1.10967 0.94016
C -2.77317 -0.14672 2.45624
C -2.53810 1.36648 2.39065
S -0.95082 1.84176 1.65915
H -1.77144 3.92713 0.91717
H -0.46947 3.30878 -0.09377
H -2.53066 3.39448 -1.40459
H -3.44349 2.47048 -0.22539
H -3.25270 -0.79105 -2.08561
H -4.29851 0.61622 -1.98822
H -4.74027 -1.06879 -0.19607
H -4.36386 0.50884 0.47388
H -2.01516 -0.60984 3.07428
H -3.74491 -0.34084 2.91507
H -2.55362 1.73699 3.41391
H -3.31449 1.89186 1.83646
C 4.17127 -2.65025 -0.07636
C 2.75024 -2.17942 0.14982
N 2.31981 -0.99820 -0.13312
N 3.32802 -0.19176 -0.68311
C 2.84337 0.86647 -1.15411
S 1.21191 1.48334 -1.28717
S 3.70378 2.17514 -1.93397
C 4.07741 1.43231 -3.58543
C 5.14217 0.35990 -3.53581
C 6.47692 0.70462 -3.37370
C 7.45945 -0.27832 -3.36596
C 7.10782 -1.61510 -3.51865
C 5.77784 -1.96521 -3.67588
C 4.79328 -0.97784 -3.67087
C 1.74077 -3.14838 0.66459
C 2.14601 -4.22407 1.45549
C 1.26280 -5.22276 1.83049
C -0.06055 -5.17379 1.39601
C -0.49634 -4.10168 0.64762
C 0.38384 -3.08072 0.27653
O -0.10147 -2.09459 -0.51470
H 4.85641 -1.82338 -0.18614
H 4.20218 -3.24071 -0.99888
H 4.50647 -3.30110 0.73107
H 4.39846 2.30750 -4.14695
H 3.14063 1.06398 -3.99243
H 6.75729 1.75372 -3.27167
H 8.50322 0.00025 -3.25588
H 7.87722 -2.38096 -3.53642
H 5.50329 -3.01000 -3.82233
H 3.74426 -1.25140 -3.81060
H 3.16554 -4.27364 1.81833
H 1.60729 -6.04094 2.45222
H -0.74997 -5.96864 1.65904
H -1.52321 -4.02821 0.29894
N 0.30588 -0.30327 3.40365
N 0.93769 -0.64897 2.15119
H 1.00305 0.03987 4.04820
H -0.06402 -1.15846 3.79461
H 1.31961 -1.58269 2.20540
H 1.71728 -0.02460 2.00394
*
```

Its energy relative to the best compared isomer or geometry (same formula, charge and spin) is 108.9 kJ/mol. The HOMO-LUMO gap is 0.2124 Ha.



Record 3
The following is a DFT calculation (ωB97M-V/def2-TZVPD) of a structure of composition C17H29HgO15S2 in a non-equilibrium geometry.

The geometry in ORCA input format:
```
! wB97M-V def2-TZVPD RIJCOSX def2/J DEFGRID3
* xyz 0 2
Hg -3.00894 -0.98233 2.53759
C -0.01425 0.31153 1.02647
O -1.17666 -0.50405 1.06065
H 0.05261 0.87101 1.95953
H 0.89789 -0.26324 0.86599
H 0.03697 0.98811 0.17340
C 2.13209 4.59767 2.67786
C 0.67721 3.98692 2.56723
O -0.11526 4.74825 3.43756
S 0.81335 5.55376 4.57833
O 0.40178 5.02774 5.85699
O 0.89675 7.00214 4.38438
O 2.27725 4.91883 4.03440
H 2.32549 5.39695 1.96243
H 2.89424 3.85022 2.45758
H 0.67899 2.97065 2.96130
H 0.18165 3.94745 1.59720
C 2.63643 0.92010 -1.71333
C 3.14137 1.30181 -3.15383
O 4.13852 0.43241 -3.48758
S 4.97645 0.01898 -2.16014
O 5.81644 1.18650 -1.84931
O 5.57313 -1.31578 -2.32050
O 3.63369 -0.03458 -1.23757
H 1.65081 0.46572 -1.61230
H 2.74134 1.80254 -1.08216
H 3.40810 2.32458 -3.42010
H 2.28645 1.29439 -3.82996
O -3.39676 3.64440 -4.03216
C -2.82227 3.02749 -3.18709
O -1.96255 3.54225 -2.36796
C -1.50180 2.57465 -1.51337
C -1.70381 1.33143 -2.27050
C -3.06028 1.53235 -2.90786
H -1.98345 2.66626 -0.53986
H -0.41763 2.68670 -1.52411
H -1.65292 0.51795 -1.54680
H -0.90504 1.31289 -3.01194
H -3.90631 1.40869 -2.23181
H -3.30442 0.89917 -3.76084
O -1.37093 -2.53132 3.20041
C -0.46251 -3.33723 2.98540
O 0.42291 -3.70571 3.91923
C 1.21236 -4.70919 3.36509
C 1.24825 -4.50356 1.85228
C -0.07875 -3.98414 1.68541
H 0.80613 -5.64827 3.74088
H 2.25825 -4.57473 3.64101
H 1.59111 -5.33723 1.23946
H 1.98239 -3.72910 1.63017
H -0.76747 -4.74293 1.31392
H -0.03241 -3.09647 1.05455
O -3.52679 -2.16566 0.66259
C -2.99425 -2.59676 -0.38619
O -2.07064 -3.55928 -0.30844
C -1.56418 -3.93949 -1.52335
C -2.53695 -3.27305 -2.51696
C -3.24116 -2.16740 -1.80901
H -1.41924 -5.01707 -1.60028
H -0.61797 -3.42267 -1.68358
H -3.21426 -4.09024 -2.76509
H -1.93351 -2.72767 -3.24257
H -4.29279 -1.89053 -1.88332
H -2.73427 -1.21272 -1.94948
*
```

The HOMO-LUMO gap (spin up / spin down) is 0.2798 / 0.2510 Ha. Its expectation value of S² is 0.7566.